1.
A molecular structure, C35H57AsF6NO3SSiV. Source: the OMol25 dataset; level of theory: wB97M-V/def2-TZVPD.

Geometry as XYZ:
```
106
Properties=species:S:1:pos:R:3:forces:R:3:lowdin_spin:R:1
V 0.352893 0.231581 0.491107 -0.1 -0.3 0.3 1.944
C 6.699887 -2.268803 1.216996 0.0 0.0 0.0 -0.001
C 6.028052 -3.008457 0.050750 0.0 0.0 0.0 -0.002
C 6.281211 -4.505835 0.223691 0.0 0.0 0.0 0.001
C 6.668669 -2.558785 -1.270672 0.0 0.0 0.0 -0.001
C 4.537920 -2.670152 0.027116 0.0 0.0 0.0 0.000
C 4.147394 -1.349445 -0.119267 -0.1 0.0 0.0 0.047
C 2.792405 -1.023805 -0.149205 0.0 -0.1 -0.1 0.008
N 2.224899 0.230931 -0.254184 0.3 0.0 0.2 0.242
C 2.769957 1.423698 -0.532402 0.0 0.0 0.0 0.074
C 4.033520 1.710547 -1.100513 0.0 0.1 0.0 0.037
C 4.419990 3.014271 -1.250315 0.0 -0.1 0.0 0.044
C 3.537666 4.043685 -0.817567 -0.1 0.0 0.0 0.131
C 2.273837 3.833556 -0.307250 0.0 0.0 -0.1 0.005
C 1.861969 2.487058 -0.203807 0.2 0.0 0.1 0.155
O 0.683945 2.108551 0.225800 0.1 0.3 0.0 0.097
C 1.339373 4.971072 0.096932 0.0 0.0 0.0 -0.004
C 0.058972 4.897112 -0.748819 -0.1 0.0 0.0 -0.001
C 1.981072 6.341978 -0.121989 0.0 0.0 0.0 0.000
C 0.983092 4.848219 1.587427 0.0 0.0 0.0 -0.002
C 5.753314 3.412072 -1.873443 0.0 0.0 0.0 0.003
C 5.492592 4.267688 -3.121418 0.0 0.0 0.0 0.004
C 6.578871 2.192948 -2.285525 0.0 0.0 0.0 -0.001
C 6.564215 4.224540 -0.853226 0.0 0.0 0.0 0.004
C 1.800044 -2.018848 0.014754 0.1 -0.2 0.0 0.063
O 0.520726 -1.580986 0.022228 -0.1 0.1 -0.2 0.018
C 2.176522 -3.358898 0.168368 0.0 0.1 0.0 -0.007
C 3.541888 -3.639055 0.157686 0.0 0.0 0.0 0.064
C 1.136802 -4.453185 0.393749 0.0 0.0 0.0 -0.003
C 1.761875 -5.847205 0.476443 0.0 0.0 0.0 0.000
C 0.131953 -4.477031 -0.769637 0.0 0.0 0.0 -0.001
C 0.434551 -4.179233 1.733484 0.0 0.0 0.0 -0.002
H 7.764597 -2.507023 1.251071 0.0 0.0 0.0 0.000
H 6.254573 -2.562294 2.169681 0.0 0.0 0.0 0.000
H 6.605691 -1.186282 1.116335 0.0 0.0 0.0 0.000
H 7.355639 -4.693354 0.221140 0.0 0.0 0.0 0.000
H 5.843582 -5.086800 -0.590187 0.0 0.0 0.0 0.000
H 5.882627 -4.878035 1.169347 0.0 0.0 0.0 0.000
H 7.732959 -2.801246 -1.276627 0.0 0.0 0.0 0.000
H 6.571558 -1.481903 -1.418247 0.0 0.0 0.0 0.000
H 6.198741 -3.058274 -2.119429 0.0 0.0 0.0 0.000
H 4.888916 -0.569103 -0.170105 0.0 0.0 0.0 0.003
H 4.648059 0.904159 -1.460637 0.0 0.0 0.0 0.001
H 3.879914 5.062314 -0.922816 0.0 0.0 0.0 0.006
H 0.298252 4.938627 -1.813064 0.0 0.0 0.0 0.000
H -0.586061 5.745953 -0.515098 0.0 0.0 0.0 0.000
H -0.498195 3.980328 -0.554601 0.1 0.1 0.0 0.000
H 2.220600 6.517286 -1.172222 0.0 0.0 0.0 0.000
H 2.890126 6.468256 0.470034 0.0 0.0 0.0 0.000
H 1.276728 7.115400 0.185995 0.0 0.0 0.0 0.000
H 0.500656 3.898069 1.803321 0.0 -0.1 0.0 0.000
H 0.296453 5.649328 1.868339 0.0 0.0 0.0 0.000
H 1.880214 4.942417 2.205101 0.0 0.0 0.0 0.000
H 4.901094 3.716370 -3.854199 0.0 0.0 0.0 0.000
H 6.439985 4.545536 -3.586196 0.0 0.0 0.0 0.001
H 4.959575 5.187601 -2.879544 0.0 0.0 0.0 0.001
H 6.062357 1.587707 -3.032905 0.0 0.0 0.0 0.000
H 6.818909 1.559534 -1.428350 0.0 0.0 0.0 0.000
H 7.520917 2.523871 -2.723653 0.0 0.0 0.0 0.000
H 6.051936 5.142831 -0.564070 0.0 0.0 0.0 0.001
H 7.527713 4.504384 -1.282450 0.0 0.0 0.0 0.001
H 6.750062 3.640164 0.049855 0.0 0.0 0.0 0.000
H 3.845280 -4.666688 0.275242 0.0 0.0 0.0 0.004
H 2.293581 -6.108065 -0.440200 0.0 0.0 0.0 0.000
H 0.970453 -6.584719 0.620889 0.0 0.0 0.0 0.000
H 2.451067 -5.937686 1.317165 0.0 0.0 0.0 0.000
H 0.634086 -4.764528 -1.695125 0.0 0.0 0.0 0.000
H -0.329587 -3.504838 -0.926846 0.0 0.0 0.0 0.000
H -0.648693 -5.216086 -0.569814 0.0 0.0 0.0 0.000
H 1.131380 -4.337712 2.558785 0.0 0.0 0.0 0.000
H -0.405736 -4.864756 1.869648 0.0 0.0 0.0 0.000
H 0.069379 -3.154283 1.795992 0.0 0.0 0.0 0.000
O 0.748841 -0.085391 2.417817 0.0 0.1 -0.2 0.026
S 1.061401 1.144934 3.298549 0.1 0.1 0.2 0.004
C 0.359158 0.682965 4.892915 0.1 0.0 0.0 -0.001
C 1.373451 -0.259454 5.526567 0.0 0.0 0.0 0.000
C 2.721726 0.423384 5.314422 0.0 0.0 0.0 0.000
C 2.772068 0.832949 3.841080 0.0 0.0 0.0 0.003
H -0.626620 0.267332 4.692183 0.0 0.0 0.0 0.000
H 0.249684 1.612674 5.456007 0.0 0.0 0.0 0.000
H 1.347487 -1.221012 5.009904 0.0 0.0 0.0 0.000
H 1.151567 -0.433419 6.578279 0.0 0.0 0.0 0.000
H 3.564025 -0.220911 5.561720 0.0 0.0 0.0 0.000
H 2.788763 1.310655 5.947083 0.0 0.0 0.0 0.000
H 3.092020 0.018869 3.187654 0.0 0.0 0.0 0.000
H 3.373121 1.716308 3.633718 0.0 0.0 0.0 0.000
F -2.099553 -0.476442 0.801304 -0.6 -0.2 -0.3 0.006
As -2.578976 1.234860 0.357345 -0.8 0.0 0.1 0.001
F -2.860322 2.834419 -0.096603 0.0 -0.1 0.0 0.000
F -1.364530 0.984166 -0.904343 0.0 0.2 0.4 0.023
F -3.711348 0.534164 -0.769482 0.1 0.1 0.1 0.000
F -1.422214 1.663057 1.584910 0.1 -0.2 -0.5 0.006
F -3.805209 1.158870 1.557890 0.2 0.1 -0.1 0.000
C -2.850764 -3.112285 1.014111 -0.2 -0.1 -0.1 0.000
Si -3.779973 -1.961269 -0.071889 0.6 0.1 0.2 0.000
C -5.403047 -1.373646 0.546738 0.1 0.0 0.0 0.000
C -3.253905 -1.994869 -1.829606 -0.1 0.0 0.1 0.000
H -3.139321 -4.142389 0.780081 0.0 0.0 0.0 0.000
H -3.042757 -2.935993 2.071891 0.0 0.0 0.0 0.000
H -1.784500 -3.017447 0.818513 0.0 0.0 0.0 0.000
H -6.104813 -2.213753 0.503559 0.0 0.0 0.0 0.000
H -5.803539 -0.544508 -0.030260 0.0 0.0 0.0 0.000
H -5.309610 -1.073392 1.591332 0.0 0.0 0.0 0.000
H -3.102419 -3.030649 -2.143339 0.0 0.0 0.0 0.000
H -2.284829 -1.491240 -1.894656 0.0 0.0 0.0 0.000
H -3.947424 -1.495576 -2.502344 0.0 0.0 0.0 0.000
```
Positions in Å, forces in eV/Å.

Computed properties:
E_tot in a.u.: -6115.0239
2S+1: 4
Relative energy (zero: lowest compared OMol25 entry of this formula, charge and spin) in kcal/mol: 20.66
Total charge: +1
E_LUMO (spin up / spin down) in Eh: -0.094 / -0.151
Maximum force in eV/Å: 0.82

2.
A molecular structure, C14H23F3NO3PSSr in a non-equilibrium geometry. Source: the OMol25 dataset; level of theory: wB97M-V/def2-TZVPD.

Geometry as XYZ:
```
47
Properties=species:S:1:pos:R:3:forces:R:3:nbo_charge:R:1
C 2.375169 4.379008 -0.433224 0.0 -1.3 0.3 -0.224
C 1.079176 4.361612 0.075719 -0.4 -0.6 -0.3 -0.212
C 0.346344 3.147926 0.172785 0.6 1.4 0.6 -0.133
C 0.933861 1.979269 -0.290142 0.4 -1.8 -0.1 -0.278
C 2.241004 1.961014 -0.751231 0.9 1.0 0.2 -0.154
C 2.984700 3.152206 -0.782544 -0.8 0.3 0.1 -0.203
C -1.018774 3.229861 0.859794 -0.7 -0.2 -0.4 -0.452
C -2.127259 2.569407 0.007533 0.0 -0.3 -0.6 -0.233
N -1.618133 1.376871 -0.774102 -1.4 0.0 -0.5 -0.520
Sr -0.299455 -0.090176 1.046204 0.9 0.3 -0.8 1.809
C 2.894911 0.673538 -1.207134 -0.6 0.7 1.2 -0.680
P 1.411995 -0.421716 -1.709219 2.9 -2.3 1.2 0.996
H 0.554099 5.272647 0.354949 0.3 0.0 0.0 0.205
H 4.011144 3.082403 -1.102241 0.3 0.4 -0.1 0.203
H 2.930099 5.293983 -0.490172 0.2 0.3 -0.1 0.215
H 3.466584 0.183345 -0.386305 -0.4 0.2 -0.6 0.255
H 3.534240 0.871928 -2.103174 -0.4 -0.5 0.8 0.225
H -1.021452 2.823297 1.900806 0.2 0.0 -0.7 0.208
H -1.357575 4.272312 0.983590 0.5 -0.3 0.0 0.231
H -3.002283 2.244819 0.625191 0.8 0.4 -0.4 0.220
C 2.535247 -1.874532 -2.131929 -0.3 -0.1 0.2 -0.941
C 1.637808 0.256341 -3.405368 -1.4 0.4 -1.8 -0.985
H -2.465114 3.259767 -0.822475 -0.1 -0.2 1.4 0.190
C -1.292793 1.909049 -2.125107 0.1 0.1 -0.5 -0.431
C -2.826781 0.545601 -1.000917 -0.5 0.2 -0.3 -0.448
H 1.612664 -1.400183 0.300912 -0.4 0.7 -0.1 -0.628
H -2.211803 2.420995 -2.467147 0.3 -0.3 -0.4 0.175
H -0.508332 2.669988 -2.155313 -0.1 -0.3 0.5 0.229
H -0.998233 1.151752 -2.876806 -0.3 0.0 0.7 0.207
H -3.552597 1.234957 -1.499625 0.0 -1.0 0.1 0.183
H -2.654828 -0.380989 -1.610427 0.1 1.0 0.4 0.209
H -3.262833 0.253785 -0.041122 0.1 -0.1 -0.1 0.219
H 2.690578 0.004057 -3.693949 -1.3 0.3 0.2 0.241
H 0.942522 -0.233945 -4.119905 0.4 0.3 0.2 0.230
H 1.502113 1.359329 -3.492666 0.0 -0.8 0.3 0.244
H 3.340694 -1.517334 -2.833980 -0.9 -0.8 0.7 0.212
H 2.973074 -2.274346 -1.198345 -0.3 0.2 -0.6 0.260
H 1.852535 -2.632485 -2.561706 0.8 0.1 -0.2 0.219
H 0.210907 -1.527987 -1.351759 1.1 2.7 -1.1 0.070
F -2.104570 -3.863269 3.798232 -0.1 0.5 -0.3 -0.304
C -1.917920 -3.011270 2.787738 -0.3 -0.4 0.1 0.722
F -0.828187 -3.476501 2.109713 -1.0 1.1 0.3 -0.318
F -2.995524 -3.052588 1.970733 0.7 -0.2 0.3 -0.320
S -1.766671 -1.205196 3.425439 -0.2 0.8 -0.6 2.289
O -2.352755 -1.118744 4.725482 0.0 -0.5 -0.6 -0.891
O -0.324638 -0.972256 3.335035 0.2 -0.3 0.4 -1.047
O -2.408652 -0.377247 2.348653 0.2 -1.3 0.9 -1.066
```
Positions in Å, forces in eV/Å.

Computed properties:
E_tot in a.u.: -1897.4180
E_LUMO in Eh: -0.047
Maximum force in eV/Å: 3.86